(1)
101
Properties=species:S:1:pos:R:3:forces:R:3 method="wB97M-V/def2-TZVPD" energy_ha=-6540.24683 largest_force_ev_per_a=2.85 e_above_lowest_kcal_mol=0.0 homo_energy_ev=-8.0
Cu -0.95845 -1.62769 -1.02989 0.3 -0.2 -0.3
C -0.37726 -3.62155 -3.64616 -0.1 -0.6 -0.6
C -0.26491 -4.15359 -2.22733 0.9 -0.4 1.0
C -0.22077 -5.68172 -2.18164 -0.4 0.2 -0.4
O -1.41672 -3.68329 -1.45401 0.0 0.1 -0.1
C 1.04514 -3.59351 -1.56325 0.1 -0.6 -0.3
O 2.11851 -4.14527 -1.82156 -0.6 0.5 0.1
O 0.85771 -2.59738 -0.78689 -0.1 0.4 0.0
H -1.22478 -4.16621 -4.10159 0.4 0.4 -0.2
H 0.55181 -3.78574 -4.24826 -0.7 -0.2 0.7
H -0.56603 -2.54952 -3.69994 -0.1 0.1 0.3
H -1.04226 -6.11813 -2.72149 -0.6 0.0 -0.4
H -0.24451 -6.14903 -1.21404 0.0 0.4 0.8
H 0.67998 -6.03668 -2.62576 0.8 -0.1 -0.5
H -1.35763 -4.07043 -0.55819 0.1 0.0 -0.4
C 0.57151 -2.00243 7.04639 -0.4 -0.2 -0.6
C 0.67016 -3.14022 6.24963 0.4 0.4 0.2
C 0.66311 -3.05293 4.86044 0.0 -1.2 0.9
C 0.49636 -1.84763 4.24831 -0.2 0.8 -0.8
C 0.31701 -0.71859 5.03576 -0.2 0.5 0.3
C 0.33779 -0.77839 6.42870 0.3 0.1 0.0
Sb 0.62384 -1.72830 2.10133 -0.1 0.3 -0.1
C 0.10801 -3.77289 1.83080 0.7 -0.7 -0.3
C -1.19692 -4.17862 2.03689 -0.7 -0.9 0.2
C -1.58823 -5.53076 1.91630 1.8 0.6 -0.7
C -0.64815 -6.46850 1.47017 -0.8 0.3 0.3
C 0.65501 -6.05896 1.25097 0.6 -0.6 -0.6
C 1.04253 -4.74743 1.42566 0.1 0.7 -0.1
C 2.75606 -1.90327 2.08257 0.8 0.3 -0.6
C 3.54136 -1.86995 3.25139 -0.8 -0.4 0.0
C 4.91241 -1.87912 3.23583 0.8 0.2 -0.2
C 5.59932 -1.88784 2.01940 0.5 -0.1 -0.2
C 4.86796 -1.97005 0.84973 -1.7 0.4 -0.4
C 3.43501 -1.91992 0.85034 1.0 -0.6 0.5
H 0.63338 -2.11030 8.11644 0.0 0.1 0.2
H 0.83266 -4.07818 6.74462 0.0 -0.4 0.0
H 0.79893 -3.95798 4.27901 0.0 0.0 0.0
H 0.14536 0.25122 4.57899 0.0 0.0 -0.1
H 0.21773 0.13575 7.01319 0.0 -0.3 -0.1
H -1.97924 -3.47507 2.29210 0.1 0.2 0.2
H -2.58182 -5.80464 2.13203 -1.1 -0.3 0.1
H -0.94296 -7.48719 1.22489 0.0 0.1 0.3
H 1.39017 -6.76931 0.84418 -0.4 0.3 0.3
H 2.06481 -4.46975 1.13665 -0.4 0.0 0.3
H 3.07834 -1.93109 4.22245 -0.3 0.2 0.1
H 5.45289 -1.86700 4.18150 -0.1 0.0 -0.2
H 6.70540 -1.84347 1.96388 -0.8 -0.2 0.2
H 5.32143 -2.04034 -0.12765 0.4 0.0 0.0
H 2.89599 -2.04192 -0.10563 0.3 0.2 0.7
C -2.02830 1.57419 -2.53085 0.5 -0.3 0.9
C -1.54180 3.02185 -2.57352 -1.0 -0.4 -0.2
As -3.01057 4.33648 -2.83066 0.0 -0.6 0.0
C -3.58653 4.31551 -0.96061 0.2 0.1 0.4
C -4.87108 3.93816 -0.59058 -0.6 -0.7 -1.2
C -5.30336 3.82307 0.70655 -0.1 -0.3 1.4
C -4.41585 4.14905 1.75187 -0.6 0.0 -2.0
C -3.17848 4.64787 1.39328 0.4 -0.3 0.0
C -2.72897 4.66896 0.06487 0.2 0.9 0.8
C -1.83914 5.86006 -2.67378 -1.8 0.5 0.6
C -2.43991 7.05122 -2.21822 2.6 -0.3 -1.1
C -1.64592 8.18573 -2.18910 -0.7 0.1 0.8
C -0.30391 8.18883 -2.55830 0.0 -1.0 -0.9
C 0.25334 7.00132 -3.04780 -1.4 -0.1 0.5
C -0.53659 5.82622 -3.04778 1.7 0.8 -0.7
P -0.82327 0.46181 -1.70557 1.1 -0.3 -0.5
C -0.19763 1.34583 -0.23830 -1.0 0.0 0.8
C -1.16271 1.53089 0.77635 0.1 -0.3 -0.5
C -0.83083 1.96570 2.04476 0.6 -0.2 -1.4
C 0.49958 2.19176 2.32097 0.7 0.0 0.9
C 1.48429 2.00631 1.34936 -1.4 0.2 0.7
C 1.11909 1.61589 0.07814 1.2 0.2 -1.2
C 0.56431 0.33650 -2.94654 -0.9 0.7 -0.5
C 0.40074 0.74172 -4.29441 -0.3 -0.1 1.4
C 1.43776 0.54120 -5.17327 0.5 0.2 -1.8
C 2.61075 -0.09798 -4.80436 -0.6 -0.4 1.5
C 2.72257 -0.57318 -3.49550 0.4 -0.2 -1.0
C 1.72840 -0.32012 -2.58996 -0.4 -0.1 0.8
H -2.18839 1.04043 -3.48605 -0.5 0.7 0.3
H -2.88888 1.49780 -1.86381 -0.4 -0.1 -0.4
H -0.84405 3.14770 -3.37021 0.5 0.1 -0.5
H -1.08302 3.32363 -1.63771 0.2 -0.1 0.1
H -5.55349 3.62337 -1.37563 -0.1 0.2 0.0
H -6.31707 3.43679 0.93610 0.8 0.3 -0.3
H -4.71823 4.00227 2.75295 -0.2 0.1 1.0
H -2.53608 4.99298 2.18165 0.4 0.0 0.1
H -1.72996 5.08809 -0.12399 -0.4 -0.4 0.0
H -3.45818 7.09020 -1.98083 -1.3 0.1 0.5
H -2.13052 9.07402 -1.80968 0.2 0.4 -0.1
H 0.23870 9.11470 -2.60883 0.2 0.2 0.2
H 1.22969 6.95378 -3.47658 0.6 0.1 0.0
H -0.10241 4.90783 -3.42804 0.1 0.2 0.1
H -2.20072 1.27675 0.59925 -0.1 0.0 -0.2
H -1.62090 2.08146 2.72889 -0.6 0.2 1.0
H 0.80053 2.46370 3.34025 -0.1 0.0 -0.4
H 2.48756 2.17005 1.64173 0.9 0.1 -0.1
H 1.90840 1.58550 -0.69766 -0.6 -0.3 0.5
H -0.54893 1.16738 -4.61001 0.4 0.1 -0.2
H 1.36927 0.83956 -6.23588 -0.3 0.0 0.7
H 3.39247 -0.33332 -5.48367 0.4 0.1 -0.7
H 3.53232 -1.23795 -3.22389 0.2 0.2 0.1
H 1.80886 -0.71676 -1.59265 0.1 -0.1 0.2

(2)
111
Properties=species:S:1:pos:R:3:forces:R:3 method="wB97M-V/def2-TZVPD" charge=+1 energy_ha=-2822.09784 largest_force_ev_per_a=3.76 e_above_lowest_kcal_mol=31.5 multiplicity=2 homo_energy_ev="-9.1 / -9.1"
W -0.62994 1.13882 -0.56661 -1.1 -2.3 2.7
C 1.64672 4.87569 -0.92117 -0.2 -0.2 -0.1
C 1.02937 3.77460 -1.50333 0.2 0.2 0.0
N 0.50053 2.99769 -0.55267 -0.1 -0.4 -0.6
N 0.76082 3.58305 0.63177 0.1 0.3 0.3
C 1.45335 4.71314 0.43661 -0.1 -0.2 -0.3
B 0.29356 2.98950 1.99413 -0.2 0.0 -0.4
N -1.23197 2.81225 1.89651 -0.1 0.3 0.4
C -2.19939 3.09480 2.77433 -0.2 -0.3 -0.2
C -3.41649 2.80722 2.18936 0.1 -0.1 -0.3
C -3.09483 2.33638 0.92211 -0.3 0.2 0.2
N -1.76771 2.34204 0.76421 -0.4 0.4 -0.2
N 0.92653 1.59094 2.09724 0.2 0.3 0.5
C 1.51031 0.93143 3.10644 -0.1 -0.2 -0.3
C 1.86074 -0.32861 2.66763 -0.1 0.0 -0.2
C 1.43263 -0.36711 1.34838 0.3 -0.2 0.2
N 0.86320 0.78814 1.01504 -0.1 0.1 -1.0
N 0.57713 3.97933 3.07742 0.2 -0.1 0.3
C 1.51140 4.08553 4.05385 0.1 0.0 0.2
C 1.23780 5.21883 4.77469 0.2 -0.1 0.0
C 0.11098 5.77107 4.14684 0.3 -0.2 0.0
N -0.26573 5.03128 3.13122 -0.5 0.4 -0.4
H 2.15294 5.67802 -1.41510 0.1 0.1 -0.1
H 0.94462 3.50790 -2.54147 0.0 -0.1 -0.1
H 1.75131 5.33765 1.25462 0.0 0.0 0.2
H -1.99369 3.48897 3.74469 0.2 0.1 0.2
H -4.38961 2.91500 2.61893 -0.2 0.0 0.1
H -3.75394 2.00191 0.13776 0.1 -0.1 0.0
H 1.63507 1.36190 4.07611 0.0 0.2 0.2
H 2.34365 -1.10645 3.22074 0.1 -0.1 0.1
H 1.52896 -1.16893 0.64159 0.0 0.0 -0.1
H 2.30042 3.37008 4.15962 0.2 -0.1 0.0
H 1.76173 5.59413 5.62686 0.2 0.1 0.2
H -0.43571 6.65769 4.39660 -0.1 0.2 0.0
C -2.84789 3.64656 -3.35198 0.0 -0.2 -0.1
C -2.92062 2.88530 -4.52044 0.3 -0.1 0.5
C -2.40323 1.60555 -4.49814 0.0 0.0 0.1
C -1.85371 1.09201 -3.32415 -0.1 0.0 0.2
N -1.76457 1.84652 -2.18383 -0.2 0.5 -1.5
C -2.25652 3.10694 -2.23584 -0.1 0.4 0.3
C -1.35768 -0.26641 -3.17290 0.6 -0.8 0.5
C -1.70674 -1.30346 -4.03365 0.0 0.4 0.1
C -1.26864 -2.59342 -3.80149 0.3 -0.1 0.2
C -0.52232 -2.87998 -2.66550 -0.1 0.1 -0.3
C -0.13045 -1.85666 -1.82641 0.1 0.6 0.2
C -0.48650 -0.51371 -2.06152 -1.1 -0.5 -0.4
H -3.23684 4.65124 -3.31786 0.0 0.1 0.1
H -3.35946 3.29289 -5.41669 0.0 0.0 -0.1
H -2.40137 1.00356 -5.39235 0.0 -0.1 0.0
H -2.17258 3.69669 -1.32636 0.1 -0.2 -0.1
H -2.33338 -1.10578 -4.88841 -0.1 0.0 -0.1
H -1.48840 -3.37635 -4.50980 -0.1 -0.1 0.0
H -0.20751 -3.89223 -2.46153 0.0 -0.1 0.0
H 0.53345 -2.08878 -1.00479 0.0 0.0 0.0
C -4.53490 -6.30112 -3.20907 0.0 0.0 0.0
C -4.41433 -5.88676 -1.77513 0.0 -0.1 0.2
C -4.48915 -6.84795 -0.77639 0.0 0.0 0.0
C -4.34444 -6.49769 0.55433 -0.1 0.0 -0.1
C -4.12261 -5.18252 0.89904 0.2 0.1 -0.1
C -4.06225 -4.19484 -0.08875 -0.1 -0.7 -0.1
N -3.81983 -2.86936 0.26491 0.5 0.5 -0.6
C -4.23786 -2.25476 1.41168 -0.1 0.3 0.3
C -5.36328 -2.71630 2.11035 0.0 0.1 -0.1
C -5.76007 -2.11985 3.28597 0.2 0.1 0.0
C -5.03675 -1.05315 3.80685 0.0 0.2 0.1
C -3.94630 -0.56412 3.11563 -0.1 -0.1 0.0
C -3.54623 -1.13081 1.90829 -0.1 -0.2 -0.2
C -2.38833 -0.51428 1.20773 0.2 0.0 0.9
O -1.46403 -0.01496 1.86573 0.0 0.0 -0.3
O -2.36400 -0.46372 -0.07589 0.9 1.1 -1.3
C -4.21504 -4.54551 -1.43818 0.0 0.1 0.4
C -4.21212 -3.50600 -2.51838 0.0 -0.1 0.0
H -4.76687 -7.35982 -3.28063 0.0 -0.1 -0.1
H -3.59019 -6.12808 -3.72515 0.0 0.0 -0.2
H -5.31307 -5.73879 -3.72260 0.0 0.0 -0.1
H -4.66093 -7.87957 -1.04109 0.0 -0.1 -0.1
H -4.39714 -7.25373 1.32076 0.0 -0.1 0.1
H -3.96824 -4.91363 1.93208 0.0 0.0 0.1
H -3.18094 -2.32577 -0.30540 -0.2 -0.2 0.1
H -5.92616 -3.54022 1.70068 0.0 -0.1 0.0
H -6.63419 -2.48807 3.80230 -0.1 0.0 0.0
H -5.33424 -0.59010 4.73315 -0.1 0.0 0.1
H -3.38606 0.27671 3.49526 0.1 0.0 0.0
H -3.89819 -2.52928 -2.16190 0.0 0.1 -0.1
H -5.21199 -3.40706 -2.94097 -0.1 0.1 -0.1
H -3.54763 -3.80725 -3.32347 0.0 0.0 -0.1
C 3.55476 -0.76834 -7.66671 0.2 0.1 0.1
C 4.46198 0.15132 -6.83413 0.0 0.0 -0.1
C 4.40299 1.56752 -7.41684 0.1 -0.2 0.1
C 5.90716 -0.34316 -6.93760 -0.2 0.1 0.0
C 3.96155 0.14225 -5.39831 0.2 -0.1 0.2
C 4.60286 -0.59660 -4.40331 0.0 0.1 -0.3
C 4.11497 -0.70962 -3.11076 -0.5 0.0 0.4
C 2.92510 -0.07649 -2.82480 0.0 0.3 -1.1
O 2.13085 -0.15470 -1.71949 -0.1 0.1 0.8
B 0.93057 0.50650 -2.04307 1.1 0.2 -0.6
O 1.08368 1.12237 -3.30636 -0.3 0.6 0.0
C 2.28242 0.69406 -3.80098 0.7 -0.7 0.2
C 2.78994 0.82782 -5.07572 -0.3 0.0 0.3
H 3.93788 -0.84010 -8.68106 0.0 0.0 -0.2
H 2.53964 -0.38015 -7.71291 -0.1 0.0 0.0
H 3.52364 -1.76893 -7.24256 0.0 -0.1 0.0
H 4.87252 1.56704 -8.39627 0.0 0.1 -0.2
H 4.93193 2.26733 -6.77509 0.1 0.1 0.0
H 3.38141 1.91475 -7.53993 -0.1 0.1 0.0
H 6.25609 -0.22771 -7.96005 0.0 0.0 -0.1
H 5.98625 -1.39605 -6.68219 0.1 -0.1 0.1
H 6.55652 0.23754 -6.28631 0.1 0.0 0.1
H 5.50606 -1.13300 -4.63343 0.2 0.0 -0.1
H 4.61752 -1.31903 -2.37983 0.1 -0.1 0.2
H 2.25607 1.40970 -5.80727 -0.1 0.1 -0.1